The following is a DFT calculation (ωB97M-V/def2-TZVPD) of one molecule with the formula C3H5N3.

Structure (XYZ):
```
11
C3H5N3, DFT ωB97M-V/def2-TZVPD
N -0.61391 -0.58820 2.14737
C -0.46334 -0.59245 0.90008
C 1.52971 0.46262 -0.38803
N 0.71647 0.52852 -1.41379
C -0.57535 0.32276 -1.30441
N -1.18442 -0.15541 -0.15517
H 0.10336 -1.19936 2.54812
H 1.23879 0.64863 0.63690
H 2.60138 0.47453 -0.59929
H -1.23261 0.65393 -2.09573
H -2.12009 -0.55559 -0.27604
```

Energy above the lowest of the compared OMol25 structures with the same formula, charge and spin (kJ/mol): 369.2
Total charge: 0
Electronic energy (hartree): -281.44944
HOMO level (alpha / beta) (eV): -7.34 / -7.60
HOMO-LUMO gap (alpha / beta) (eV): 7.427 / 7.674
Spin multiplicity: 1
E_LUMO (alpha / beta) (eV): 0.09 / 0.07